(A)
Here is a 2-piece molecular cluster, C4H9N3 overall from OMol25. Energies are from the ωB97M-V functional and the def2-TZVPD basis.

Cartesian coordinates (Å):
C -2.42 0.33 -0.21
C 0.52 -0.67 1.32
C 0.76 0.90 -0.64
C 0.44 -0.39 -0.07
N -2.48 -0.69 0.26
N 0.16 1.98 0.00
N 0.52 -1.61 -0.87
H 0.53 0.32 1.94
H -0.34 -1.31 1.88
H 1.43 -1.31 1.57
H 1.95 1.07 -0.51
H 0.72 1.00 -1.71
H 0.67 2.84 -0.30
H -2.64 1.29 -0.59
H 0.03 -2.28 -0.29
H 0.14 -1.46 -1.78

The calculation puts the orbital gap (alpha / beta) at 0.368 / 0.216 Eh. As for the HOMO energy (alpha / beta): -9.4 / -6.4 eV. For the LUMO energy (alpha / beta), the calculation gives 0.0232 / -0.0192 Ha.

=====

(B)
Here is a 2-piece molecular cluster, C4H9N3 overall from OMol25. Energies are from the ωB97M-V functional and the def2-TZVPD basis.

Cartesian coordinates (Å):
C 1.61 -1.18 -0.91
C -0.58 -1.05 0.95
C -0.41 1.10 -0.58
C 0.12 0.10 0.47
N 1.79 -2.06 -1.65
N -0.96 0.30 -1.66
N 0.76 0.76 1.56
H -0.83 -0.92 2.05
H -1.38 -1.25 0.33
H 0.12 -1.97 0.96
H -1.20 1.70 -0.02
H 0.36 1.83 -0.78
H -1.48 0.99 -2.14
H -0.26 -0.07 -2.34
H 0.75 0.39 2.43
H 1.59 1.33 1.32

The calculation puts the orbital gap at 0.333 Eh. As for the HOMO energy: -9.6 eV. For the LUMO energy, the calculation gives -0.0183 Ha.

=====

(C)
Here is one molecule with the formula C4H9N3 from OMol25. Energies are from the ωB97M-V functional and the def2-TZVPD basis.

Cartesian coordinates (Å):
C 1.07 0.74 -1.84
N 0.26 -0.17 -1.04
C 0.01 0.12 0.20
C 0.56 1.38 0.86
N -0.77 -0.66 1.06
C -0.96 -2.06 0.71
N -1.99 -1.07 0.52
H 0.64 1.74 -1.88
H 2.10 0.79 -1.46
H 1.12 0.36 -2.86
H 0.17 2.27 0.35
H 0.27 1.43 1.91
H 1.65 1.38 0.80
H -0.43 -2.41 -0.17
H -1.03 -2.72 1.56
H -2.68 -1.11 1.28

The structure (SMILES) is C/N=C(\C)N1CN1. The calculation puts the orbital gap at 0.389 Eh. As for the HOMO energy: -9.5 eV. For the LUMO energy, the calculation gives 0.0415 Ha.

=====

Which of them is the most stable? Correct choice: (C).

=====

(A)
Here is a 2-piece molecular cluster, C4H9N3 overall from OMol25. Energies are from the ωB97M-V functional and the def2-TZVPD basis.

Cartesian coordinates (Å):
H 0.28 -1.90 0.12
N 0.31 -0.89 0.21
C 1.44 -0.37 0.11
C 1.94 1.05 0.12
N 3.25 0.51 -0.30
N 2.75 -0.82 -0.06
H 1.50 1.70 -0.63
H 1.92 1.54 1.09
H 4.02 0.73 0.34
H 3.06 -1.58 -0.65
C -4.03 0.19 -0.21
C -2.80 -0.18 0.10
H -4.60 -0.32 -0.97
H -4.52 1.02 0.27
H -2.22 0.32 0.86
H -2.31 -1.00 -0.38

The structure (SMILES) is [H]/N=C1/CNN1.C=C. The calculation puts the orbital gap at 0.356 Eh. As for the HOMO energy: -8.7 eV. For the LUMO energy, the calculation gives 0.0373 Ha.

=====

(B)
Here is one molecule with the formula C4H9N3 from OMol25. Energies are from the ωB97M-V functional and the def2-TZVPD basis.

Cartesian coordinates (Å):
C -0.29 1.84 0.34
N 0.32 0.52 -0.25
C 1.16 -0.06 0.84
C 0.91 -1.45 0.61
N -0.13 -1.94 -0.07
C -0.62 -0.54 -0.57
N -1.04 -0.64 -1.90
H -0.80 2.46 -0.58
H -1.32 1.65 1.09
H 0.58 2.49 0.84
H 2.11 0.74 1.17
H 0.58 0.14 1.90
H 1.62 -2.30 1.05
H -1.59 -0.37 -0.02
H -1.39 -1.63 -2.05
H -0.12 -0.90 -2.41

The structure (SMILES) is CN1CC=N[C@@H]1N. The calculation puts the orbital gap at 0.368 Eh. As for the HOMO energy: -9.1 eV. For the LUMO energy, the calculation gives 0.0325 Ha.

=====

Which of them is the most stable? Correct choice: (A).

=====

(A)
Here is a 2-piece molecular cluster, C4H9N3 overall from OMol25. Energies are from the ωB97M-V functional and the def2-TZVPD basis.

Cartesian coordinates (Å):
H -0.57 0.10 2.71
N -0.47 0.77 1.97
C 0.61 0.69 1.30
N 1.69 -0.13 1.51
C 0.83 1.72 0.26
N 1.24 2.56 -0.43
H 1.65 -0.79 2.27
H 2.55 0.02 1.01
C -1.01 -0.01 -1.77
C -0.90 -1.25 -0.92
H -0.22 0.04 -2.52
H -0.84 0.88 -1.10
H -1.98 0.06 -2.25
H -1.75 -1.35 -0.24
H -0.83 -2.15 -1.53
H -0.01 -1.17 -0.27

The structure (SMILES) is [H]/N=C(\N)C#N.CC. The calculation puts the orbital gap at 0.402 Eh. As for the HOMO energy: -10.3 eV. For the LUMO energy, the calculation gives 0.0246 Ha.

=====

(B)
Here is one molecule with the formula C4H9N3 from OMol25. Energies are from the ωB97M-V functional and the def2-TZVPD basis.

Cartesian coordinates (Å):
H 0.16 1.93 0.77
N -0.79 1.56 0.90
C -0.77 0.27 0.71
N -1.90 -0.43 1.04
C 0.49 -0.50 0.38
N 0.83 -1.53 1.23
C 1.07 -0.22 -0.79
C 0.48 0.81 -1.78
H -2.72 0.17 1.05
H -2.02 -1.30 0.52
H 0.36 -1.43 2.13
H 1.82 -1.72 1.25
H 1.91 -0.80 -1.17
H 0.45 0.33 -2.77
H 1.17 1.66 -1.83
H -0.53 1.21 -1.63

The structure (SMILES) is [H]/N=C(N)\C(N)=C/C. The calculation puts the orbital gap at 0.339 Eh. As for the HOMO energy: -8.2 eV. For the LUMO energy, the calculation gives 0.0375 Ha.

=====

(C)
Here is a 3-piece molecular cluster, C4H9N3 overall from OMol25. Energies are from the ωB97M-V functional and the def2-TZVPD basis.

Cartesian coordinates (Å):
C -1.73 0.37 -0.59
N -0.54 -0.36 -0.14
C 0.63 0.08 -0.26
N -0.15 -1.47 -1.89
C 0.03 0.43 2.60
C 1.92 0.26 -0.41
N 0.03 1.14 1.57
H 0.40 -0.88 -2.53
H 0.52 -2.16 -1.53
H -2.38 -0.35 -1.07
H -1.48 1.17 -1.30
H -2.21 0.79 0.29
H 0.05 -0.67 2.60
H 0.01 0.92 3.59
H 2.46 -0.18 -1.23
H 2.43 0.91 0.28

The calculation puts the orbital gap (alpha / beta) at 0.312 / 0.337 Eh. As for the HOMO energy (alpha / beta): -8.4 / -8.7 eV. For the LUMO energy (alpha / beta), the calculation gives 0.0037 / 0.0184 Ha.

=====

(D)
Here is one molecule with the formula C4H9N3 from OMol25. Energies are from the ωB97M-V functional and the def2-TZVPD basis.

Cartesian coordinates (Å):
H 0.37 -0.43 2.28
N -0.19 0.42 2.38
N 0.15 1.35 1.54
C 0.59 0.79 0.40
N 1.88 0.97 -0.04
C -0.26 -0.19 -0.12
C 0.25 -1.26 -1.05
C -1.75 0.02 -0.20
H 1.96 1.02 -1.05
H 2.33 1.75 0.43
H 1.30 -1.50 -0.88
H 0.14 -0.96 -2.10
H -0.33 -2.18 -0.91
H -2.05 0.19 -1.24
H -2.28 -0.87 0.16
H -2.09 0.87 0.39

The structure (SMILES) is [H]/N=N\C(N)=C(C)C. The calculation puts the orbital gap (alpha / beta) at 0.294 / 0.294 Eh. As for the HOMO energy (alpha / beta): -7.9 / -7.9 eV. For the LUMO energy (alpha / beta), the calculation gives 0.0022 / 0.0023 Ha.

=====

Which of them is the most stable? Correct choice: (B).

=====

(A)
Here is a 2-piece molecular cluster, C10H9Cl2NO overall from OMol25. Energies are from the ωB97M-V functional and the def2-TZVPD basis.

Cartesian coordinates (Å):
C -0.21 3.36 -0.49
C -0.71 2.27 -0.57
C -1.51 1.07 -0.54
C -2.87 1.07 -0.58
C -3.60 -0.10 -0.52
C -3.02 -1.33 -0.39
C -1.61 -1.39 -0.41
C -0.87 -0.18 -0.44
N 0.51 -0.15 -0.43
C 1.20 -0.43 0.55
Cl 0.40 -1.08 2.11
O 2.55 -0.47 0.50
C 3.30 -1.12 1.59
H 0.17 4.22 -0.04
H -3.47 2.01 -0.45
H -4.73 0.04 -0.55
H -3.51 -2.41 -0.46
H -1.19 -2.34 -0.65
H 3.18 -2.12 1.53
H 3.07 -0.60 2.55
H 4.31 -1.08 1.27
Cl 4.88 0.56 -1.98
H 3.74 0.22 -1.58

The structure (SMILES) is C#Cc1ccccc1/N=C(\Cl)OC.Cl. The calculation puts the orbital gap at 0.338 Eh. As for the HOMO energy: -8.8 eV. For the LUMO energy, the calculation gives 0.0158 Ha.

=====

(B)
Here is one molecule with the formula C10H9Cl2NO from OMol25. Energies are from the ωB97M-V functional and the def2-TZVPD basis.

Cartesian coordinates (Å):
C -1.10 -3.20 -0.70
C -1.14 -1.71 -0.81
C -1.58 -0.90 0.14
Cl -2.42 -1.26 1.65
N -1.16 0.68 -0.12
C -2.00 1.70 -0.08
O -1.87 2.87 0.16
Cl -3.73 1.03 -0.31
C 0.19 0.97 0.09
C 0.74 0.34 1.21
C 2.15 0.45 1.39
C 2.82 1.46 0.64
C 2.25 1.92 -0.53
C 0.97 1.63 -0.86
H -1.18 -3.35 0.41
H -0.11 -3.56 -0.90
H -1.96 -3.67 -1.22
H -0.72 -1.46 -1.74
H 0.12 -0.42 1.55
H 2.56 -0.06 2.23
H 3.79 1.88 0.86
H 2.76 2.64 -1.25
H 0.64 2.00 -1.80

The structure (SMILES) is C/C=C(\Cl)N(C(=O)Cl)c1ccccc1. The calculation puts the orbital gap at 0.353 Eh. As for the HOMO energy: -9.1 eV. For the LUMO energy, the calculation gives 0.0173 Ha.

=====

Which of them is the most stable? Correct choice: (B).